Record 1
Density functional theory data (ωB97M-V/def2-TZVPD) for C5H7NO as an isolated structure.

Each line ends with the natural charge from an NBO analysis.
Geometry (Å):
O  -1.03823  1.44796  0.07495  -0.47
N  0.33843  -0.58807  0.77378  -0.34
C  -0.82506  -1.00849  -0.10380  -0.23
C  0.73157  0.41652  -0.15743  0.08
C  -0.67779  0.36756  -0.77565  0.00
C  0.16883  1.46712  0.95886  -0.02
C  0.15003  0.30976  1.80252  -0.05
H  1.82455  -1.46642  -2.55588  -0.01
H  -1.71943  -1.25811  0.46606  0.22
H  -0.52141  -1.83079  -0.75559  0.22
H  0.43764  2.48662  1.22152  0.21
H  1.79759  -0.98121  -1.98923  0.01
H  -0.95010  0.53844  -1.81828  0.19
H  0.28338  0.09911  2.85817  0.20

Its electronic energy is -324.43565 hartree. Its HOMO energy (spin up / spin down) is -0.2924 / -0.2964 Ha. For the maximum force, the calculation gives 0.4 eV/Å. Its LUMO energy (spin up / spin down) is -0.0110 / -0.0098 Ha.


Record 2
Density functional theory data (ωB97M-V/def2-TZVPD) for a 4-piece molecular cluster, C5H16NO4 overall in a non-equilibrium geometry.

Each line ends with the natural charge from an NBO analysis.
Geometry (Å):
O  -0.12249  -0.39876  -1.14122  -0.59
O  0.89576  -3.09052  0.43021  -0.96
O  -0.60289  2.35814  -2.06273  -0.95
O  2.88452  -0.42787  -1.73283  -0.96
N  0.77530  0.18555  1.16257  -0.39
C  -2.21952  -0.29711  -0.00309  -0.55
C  -0.41011  1.03334  1.31172  -0.26
C  -1.71263  0.23762  1.35930  -0.41
C  -1.33375  -0.27044  -1.19387  0.48
C  1.83569  0.39706  1.81609  0.12
H  -0.43637  3.04638  -2.72272  0.48
H  0.28632  -3.65060  0.92039  0.48
H  -2.76995  -1.24224  0.05609  0.28
H  -0.21599  1.60369  -2.53030  0.47
H  1.88769  1.16967  2.55949  0.21
H  -2.48928  0.88414  1.73682  0.25
H  -0.41646  1.76602  0.49648  0.26
H  -1.59297  -0.61586  2.03519  0.23
H  2.70537  -0.22319  1.59272  0.23
H  2.23126  -0.46782  -2.43732  0.48
H  0.70569  -0.43412  0.32254  0.49
H  -3.09061  0.29911  -0.32353  0.25
H  -0.33611  1.63364  2.20832  0.23
H  3.58843  0.17015  -2.00295  0.48
H  -1.74773  -0.05424  -2.18936  0.16
H  1.70086  -3.61172  0.33198  0.49

The total charge is +1. Its electronic energy is -555.55947 hartree. Its HOMO energy is -0.5150 Ha. For the maximum force, the calculation gives 1.9 eV/Å. Its LUMO energy is -0.1418 Ha.


Record 3
Density functional theory data (ωB97M-V/def2-TZVPD) for a 2-piece molecular cluster, C5H14 overall in a non-equilibrium geometry.

Each line ends with the natural charge from an NBO analysis.
Geometry (Å):
C  -0.81006  0.45640  -0.63369  -0.61
C  -0.26567  -0.67695  -1.46597  -0.41
C  -0.97153  -0.76737  -2.84718  -0.61
C  1.20183  1.15864  2.32541  -0.61
C  0.85914  -0.36698  2.13426  -0.61
H  -0.32379  1.42764  -0.64960  0.21
H  0.25802  1.65777  2.44882  0.20
H  0.55757  -0.89665  3.01657  0.21
H  1.79735  1.62160  1.54719  0.21
H  -0.45009  -0.23290  -3.63503  0.21
H  -0.38051  -1.62883  -0.91475  0.20
H  0.10327  -0.38038  1.30286  0.20
H  -1.19517  -1.83763  -2.89685  0.22
H  1.67023  1.29903  3.31219  0.20
H  -1.82712  0.71495  -0.91025  0.20
H  1.80497  -0.86108  1.83781  0.20
H  0.81219  -0.70905  -1.57883  0.21
H  -0.89344  0.33539  0.43916  0.20
H  -1.94720  -0.31361  -2.83212  0.20

Its electronic energy is -198.84954 hartree. As for the SMILES: CCC.CC. Its HOMO energy is -0.4063 Ha. For the maximum force, the calculation gives 2.5 eV/Å. Its LUMO energy is 0.0434 Ha.


Record 4
Density functional theory data (ωB97M-V/def2-TZVPD) for C11H20N2O5 as an isolated structure in a non-equilibrium geometry.

Each line ends with the natural charge from an NBO analysis.
Geometry (Å):
O  -0.49691  2.55059  -5.80085  -0.65
O  -2.00241  1.27094  -4.74234  -0.54
O  0.68374  2.17880  0.90196  -0.64
O  2.53316  -0.58281  -3.13858  -0.58
O  2.27856  -1.84217  -1.13368  -0.71
N  0.97739  0.90488  -0.99392  -0.62
N  1.06543  -1.17485  1.02760  -0.86
C  0.14452  0.08049  2.70178  -0.46
C  0.62187  1.04104  0.30415  0.67
C  -2.09685  -1.33060  2.62504  -0.67
C  1.92714  -0.89657  -2.10671  0.76
C  -0.65773  -1.11600  3.29893  -0.28
C  -0.43715  0.24176  -2.97323  -0.40
C  0.61714  -0.33954  -1.82395  -0.16
C  0.18516  -0.11301  1.12735  -0.22
C  -0.65696  -0.48132  4.74321  -0.61
C  0.20138  1.33122  -3.81966  -0.60
C  -0.93053  1.72061  -4.76919  0.77
H  -1.22525  -1.12857  5.36718  0.21
H  -0.28140  -2.30699  3.24722  0.23
H  0.46118  2.22966  -3.19520  0.23
H  1.10571  1.05252  -4.47703  0.28
H  0.24094  3.03255  -4.97152  0.47
H  0.40368  -0.28596  5.22393  0.22
H  -0.82619  -0.21899  0.67811  0.22
H  -3.06831  -1.83596  3.25684  0.25
H  1.23043  0.38051  2.97533  0.25
H  2.11325  -0.48910  1.24786  0.38
H  -1.62383  -2.33682  1.90637  0.21
H  0.98455  -1.84381  2.20125  0.41
H  -0.13268  1.28733  2.97351  0.29
H  1.50331  1.63263  -1.36928  0.42
H  1.65313  -1.75429  -0.36069  0.51
H  -1.30293  0.46597  4.71942  0.22
H  -0.04307  -1.09593  -1.16628  0.24
H  -1.21298  -0.68613  -3.42193  0.28
H  -2.73472  -0.46364  2.01354  0.24
H  -1.20177  0.92155  -2.27653  0.23

Its electronic energy is -916.52021 hartree. Its HOMO energy is -0.3673 Ha. For the maximum force, the calculation gives 7.1 eV/Å. Its LUMO energy is 0.0061 Ha.


Record 5
Density functional theory data (ωB97M-V/def2-TZVPD) for one molecule with the formula C4H9NO2 in a non-equilibrium geometry.

Each line ends with the natural charge from an NBO analysis.
Geometry (Å):
O  -1.03486  0.74061  -0.69437  -0.74
O  -0.37751  -1.81214  -0.86607  -0.65
N  -0.97440  -0.89575  1.16235  -0.62
C  0.33300  -0.28398  1.18309  -0.26
C  1.36380  0.87915  -0.86207  -0.64
C  0.20806  0.85246  0.09660  0.08
C  -1.23697  -1.40644  -0.10027  0.55
H  -1.66424  -0.20147  1.44670  0.38
H  -2.31078  -1.49672  -0.31030  0.13
H  2.33966  1.07075  -0.40562  0.22
H  0.57342  0.05339  2.20864  0.21
H  0.05344  1.78657  0.64281  0.18
H  1.38304  -0.10792  -1.33409  0.23
H  1.14670  1.65131  -1.59993  0.22
H  1.07821  -1.04742  0.93236  0.22
H  -0.94745  0.31310  -1.57102  0.49

Its electronic energy is -363.02294 hartree. As for the SMILES: C[C@@H](O)CNC=O. Its HOMO energy is -0.3546 Ha. For the maximum force, the calculation gives 1.2 eV/Å. Its LUMO energy is 0.0332 Ha.


Which energy relative to the best compared isomer or geometry (same formula, charge and spin) belongs to each record? In order, 181.24 3.90 24.86 256.66 39.28 kcal per mole.